{
  "formula": "C41H31N6O7S3Tl",
  "method": "ωB97M-V with the def2-TZVPD basis set",
  "total_charge": -2,
  "e_homo_ev": [-1.267, -0.196],
  "gap_ev": [4.395, 3.324],
  "species": ["Tl", "C", "C", "C", "C", "C", "C", "C", "S", "O", "O", "N", "C", "C", "C", "C", "C", "N", "H", "H", "H", "H", "H", "H", "H", "H", "H", "H", "H", "N", "C", "C", "C", "C", "C", "C", "S", "N", "C", "C", "C", "C", "C", "C", "N", "H", "H", "H", "H", "H", "H", "H", "H", "H", "C", "C", "O", "S", "C", "C", "C", "C", "C", "C", "C", "C", "H", "H", "H", "H", "H", "H", "H", "O", "C", "O", "C", "C", "C", "C", "C", "C", "N", "O", "O", "H", "H", "H", "H"],
  "xyz": [[-0.487, -0.242, -0.099], [5.241, -5.566, -1.666], [4.736, -4.324, -0.981], [3.568, -4.349, -0.227], [3.102, -3.208, 0.404], [3.807, -2.021, 0.283], [4.983, -1.978, -0.453], [5.438, -3.127, -1.081], [3.159, -0.556, 1.046], [2.530, -0.977, 2.269], [4.275, 0.364, 1.119], [2.006, -0.042, 0.078], [2.261, 0.582, -1.122], [3.491, 0.967, -1.686], [3.479, 1.569, -2.926], [2.281, 1.805, -3.598], [1.118, 1.415, -2.962], [1.120, 0.826, -1.776], [4.491, -6.356, -1.648], [6.141, -5.947, -1.176], [5.494, -5.366, -2.708], [3.006, -5.271, -0.133], [2.193, -3.227, 0.987], [5.539, -1.054, -0.514], [6.353, -3.092, -1.662], [4.409, 0.822, -1.143], [4.420, 1.868, -3.374], [2.251, 2.272, -4.572], [0.141, 1.565, -3.409], [-0.147, -3.230, 3.306], [0.305, -4.470, 2.860], [0.879, -5.371, 3.752], [1.268, -6.634, 3.332], [1.102, -7.006, 2.005], [0.558, -6.098, 1.106], [0.150, -4.836, 1.520], [-0.626, -3.738, 0.405], [-0.311, -2.239, 1.151], [-0.311, -2.122, 2.467], [-0.417, -0.846, 3.076], [-0.419, -0.612, 4.481], [-0.502, 0.663, 4.958], [-0.590, 1.752, 4.061], [-0.599, 1.457, 2.714], [-0.514, 0.226, 2.230], [0.118, -3.007, 4.249], [1.009, -5.076, 4.788], [1.705, -7.322, 4.044], [1.402, -7.990, 1.666], [0.435, -6.367, 0.063], [-0.385, -1.430, 5.188], [-0.512, 0.834, 6.028], [-0.655, 2.775, 4.401], [-0.687, 2.241, 1.968], [-4.692, 8.934, -4.026], [-4.908, 8.174, -2.744], [-4.382, 8.458, -1.707], [-6.067, 6.761, -2.897], [-4.999, 5.479, -2.280], [-4.470, 4.561, -3.181], [-3.646, 3.544, -2.733], [-3.326, 3.429, -1.378], [-3.871, 4.355, -0.483], [-4.705, 5.367, -0.925], [-2.466, 2.380, -0.922], [-1.745, 1.488, -0.533], [-4.110, 9.832, -3.838], [-5.654, 9.176, -4.481], [-4.168, 8.278, -4.723], [-4.710, 4.642, -4.233], [-3.243, 2.818, -3.428], [-3.637, 4.261, 0.569], [-5.126, 6.074, -0.224], [-2.507, -1.579, -0.874], [-1.850, -1.855, -1.905], [-0.599, -1.551, -1.972], [-2.474, -2.527, -3.060], [-3.663, -3.250, -2.903], [-4.262, -3.890, -3.964], [-3.689, -3.807, -5.253], [-2.498, -3.066, -5.422], [-1.906, -2.457, -4.339], [-4.282, -4.438, -6.328], [-3.759, -4.322, -7.485], [-5.362, -5.091, -6.148], [-4.110, -3.294, -1.918], [-5.173, -4.457, -3.848], [-2.076, -3.002, -6.414], [-0.981, -1.908, -4.464]],
  "lowdin_charge": [1.00, -0.06, -0.28, -0.02, -0.03, -0.25, -0.06, -0.05, 0.58, -0.30, -0.33, -0.14, -0.38, -0.02, -0.09, -0.09, -0.12, 0.05, 0.07, 0.08, 0.08, 0.10, 0.09, 0.10, 0.11, 0.08, 0.10, 0.09, 0.12, 0.12, -0.26, -0.04, -0.12, -0.12, -0.13, -0.48, 1.03, -0.32, -0.37, -0.23, -0.04, -0.10, -0.10, -0.15, 0.01, 0.11, 0.11, 0.09, 0.09, 0.11, 0.09, 0.09, 0.08, 0.10, -0.08, -0.71, 0.04, 0.95, -0.56, -0.11, -0.02, -0.24, -0.02, -0.10, -0.12, -0.05, 0.08, 0.07, 0.08, 0.10, 0.12, 0.12, 0.10, -0.08, -0.67, -0.13, -0.17, -0.04, -0.02, -0.20, -0.02, -0.04, -0.43, -0.14, -0.13, 0.11, 0.09, 0.09, 0.10]
}